1.
# C30H21BrF4MnNO3PSSe

C30H21BrF4MnNO3PSSe as an isolated structure (wB97M-V/def2-TZVPD, OMol25).

As for the gap between HOMO and LUMO (alpha / beta): 3.646 / 5.282 eV. As for the expectation value of S²: 6.3672. As for the charge: +1. The spin multiplicity is 5. Its HOMO energy (alpha / beta) is -0.3760 / -0.3760 Eh. The value obtained for the calculated total energy is -8701.44424 Ha.

Positions of all 64 atoms, in Å:
Br 1.268 2.784 -0.582
Se -0.372 -1.162 -2.354
Mn 0.696 0.373 -0.885
S 3.519 -2.693 4.136
P -1.407 0.836 0.206
F -3.105 4.852 2.919
F 0.963 5.425 0.670
F -3.298 2.362 1.983
F -0.985 6.400 2.267
O 4.835 -2.221 4.500
O 3.379 -4.108 3.878
O 2.429 -2.103 4.906
N 2.635 -0.194 -1.260
C -1.256 2.542 0.827
C 2.274 -2.050 0.314
C -2.913 0.781 -0.762
C -2.154 4.376 2.142
C -2.818 -1.419 3.286
C -1.550 -0.218 1.644
C 3.592 -0.121 0.994
C 3.799 -0.703 2.230
C 1.016 -1.246 -3.662
C 2.463 -0.199 -5.274
C -2.236 3.080 1.650
C -0.074 4.664 0.984
C 1.429 -0.107 -4.354
C -4.665 1.840 -2.018
C -3.459 -0.472 -1.051
C 2.838 -0.807 0.044
C 2.638 -2.563 -4.850
C -2.783 -0.648 2.137
C -1.639 -1.747 3.944
C -3.509 1.937 -1.260
C -1.072 5.171 1.808
C 3.255 -1.955 2.516
C -0.409 -1.316 3.461
C 1.619 -2.478 -3.910
C -0.368 -0.560 2.303
C 3.068 -1.427 -5.520
C -5.219 0.597 -2.286
C 2.492 -2.618 1.558
C -4.615 -0.559 -1.808
C -0.184 3.373 0.516
H 2.758 -0.819 -2.057
H 2.782 0.682 -5.814
H 0.504 -1.584 3.985
H 4.048 0.834 0.748
H -3.082 2.912 -1.062
H 2.110 -3.602 1.800
H 0.919 0.838 -4.207
H -3.770 -1.760 3.671
H -1.669 -2.344 4.846
H 4.411 -0.223 2.983
H -3.703 -0.376 1.638
H 1.710 -2.576 -0.448
H 3.100 -3.520 -5.051
H 0.604 -0.233 1.935
H 3.870 -1.497 -6.242
H -6.129 0.527 -2.868
H -2.999 -1.377 -0.671
H -5.133 2.738 -2.398
H -5.045 -1.527 -2.022
H 1.297 -3.361 -3.375
H 3.296 0.570 -1.380

---

2.
# C30H21F9IN7O3V

C30H21F9IN7O3V as an isolated structure (wB97M-V/def2-TZVPD, OMol25).

As for the gap between HOMO and LUMO (alpha / beta): 8.010 / 8.152 eV. As for the expectation value of S²: 2.0100. For the energy above the lowest of the compared OMol25 structures with the same formula, charge and spin, the calculation gives 0.00 kJ/mol. As for the charge: +1. The spin multiplicity is 3. Its HOMO energy (alpha / beta) is -0.4125 / -0.4127 Eh. The value obtained for the calculated total energy is -3905.37692 Ha.

Positions of all 72 atoms, in Å:
I -4.010 -2.565 2.599
V -0.948 -0.699 0.410
F -1.411 3.934 2.924
F 0.006 3.355 1.396
F 0.364 0.304 4.091
F -2.103 3.019 1.087
F -3.334 1.673 3.075
F 0.659 2.453 4.124
F -2.007 2.000 4.751
F 1.357 1.285 2.451
F -2.241 0.012 3.915
O -1.053 0.686 1.604
O 2.775 -2.190 0.355
O -0.329 0.725 -1.050
N -4.740 -1.501 -1.132
N -1.068 -2.397 2.012
N -1.194 -2.371 -0.958
N -2.996 -0.675 -0.113
N -2.509 -3.792 -1.974
N 3.001 -0.290 -0.946
N 1.006 -0.748 -0.081
C 3.013 1.468 -3.772
C 0.218 -2.700 2.266
C -0.998 1.576 2.614
C 2.141 0.676 -3.034
C 0.828 0.289 -0.900
C 1.691 3.219 -1.454
C -2.160 1.320 3.618
C -1.231 -4.299 -2.057
C 2.272 0.416 -5.804
C 3.385 2.363 0.021
C -1.951 -2.712 2.969
C 2.339 -1.187 -0.163
C 1.400 -0.376 -5.071
C 2.866 4.712 0.019
C -0.424 -3.406 -1.418
C -3.432 -1.660 -0.878
C 1.908 4.495 -0.964
C -1.129 3.011 2.003
C 2.436 2.148 -0.967
C 0.373 1.420 3.340
C -0.250 -3.470 4.460
C -2.442 -2.631 -1.299
C 2.145 0.750 -1.512
C 3.080 1.335 -5.152
C -5.154 -0.350 -0.496
C 1.337 -0.249 -3.692
C -1.592 -3.227 4.202
C -4.055 0.158 0.127
C 3.601 3.646 0.510
C 0.672 -3.233 3.455
H 3.636 2.196 -3.270
H 3.955 1.535 0.421
H 0.941 3.050 -2.217
H -6.170 -0.003 -0.551
H 0.640 -3.442 -1.255
H 2.320 0.317 -6.880
H 3.035 5.710 0.400
H -5.326 -2.101 -1.688
H 0.648 -0.871 -3.131
H 1.725 -3.437 3.577
H 0.060 -3.859 5.420
H 0.765 -1.093 -5.575
H -2.355 -3.438 4.936
H -3.953 1.043 0.730
H 3.956 -0.444 -1.223
H -1.018 -5.228 -2.555
H 1.326 5.323 -1.346
H 4.346 3.807 1.278
H -3.336 -4.235 -2.338
H 3.763 1.956 -5.717
H 0.931 -2.511 1.472

---

3.
# C30H22ClF5IN4O4STl

C30H22ClF5IN4O4STl as an isolated structure at a distorted geometry (wB97M-V/def2-TZVPD, OMol25).

As for the gap between HOMO and LUMO (alpha / beta): 4.598 / 4.599 eV. For the energy above the lowest of the compared OMol25 structures with the same formula, charge and spin, the calculation gives 211.23 kJ/mol. Its HOMO energy (alpha / beta) is -0.2498 / -0.2498 Eh. The value obtained for the calculated total energy is -3504.17977 Ha.

Positions of all 69 atoms, in Å:
Tl -1.134 0.399 0.375
I -1.110 2.969 -4.819
Cl -3.854 7.016 -2.101
S 1.492 1.841 1.096
F 0.923 -0.345 5.634
F 4.046 3.220 5.273
F 0.481 -0.315 3.004
F 2.608 1.453 6.857
F 3.468 3.424 2.652
O 2.616 -3.150 -5.674
O -2.739 0.018 3.030
O 5.260 -4.870 0.486
O -0.752 2.061 -1.731
N -0.390 -1.573 -2.144
N 0.789 -2.648 0.243
N -2.257 2.779 0.499
N -3.738 -1.863 3.848
C -2.685 4.827 -3.099
C -0.802 -1.017 -3.253
C -3.570 5.214 0.538
C -2.255 3.552 -0.612
C -1.539 3.046 -1.776
C -3.562 4.381 1.645
C -0.162 -1.175 -4.459
C -3.253 -1.800 1.451
C 3.502 -3.309 0.189
C 1.657 -2.092 -5.855
C -3.243 -0.807 0.347
C 1.435 -2.648 -0.919
C 2.465 1.434 5.537
C 2.804 -2.949 -0.951
C -2.949 3.142 1.582
C 1.354 0.605 3.561
C 3.168 2.332 4.729
C -3.214 -1.112 2.813
C 2.868 2.441 3.380
C 1.916 1.604 2.717
C 0.937 -1.966 -4.549
C 1.619 0.526 4.913
C -3.131 5.458 -1.922
C 5.019 -3.515 0.164
C 0.751 -2.295 -2.188
C -1.868 3.697 -3.032
C 1.399 -2.621 -3.406
C -2.957 4.837 -0.666
C 1.422 -3.064 1.329
C 2.738 -3.442 1.345
H -3.842 0.062 0.550
H 5.461 -3.185 -0.818
H 2.158 -3.382 -3.447
H 3.026 -3.333 -6.550
H -4.174 -2.403 1.363
H 6.019 -5.215 -0.048
H 3.329 -2.810 -1.906
H -3.328 -1.184 -0.649
H -2.914 5.249 -4.042
H 0.820 -3.009 2.221
H 5.471 -2.905 0.961
H -4.035 6.186 0.585
H -3.858 -1.374 4.716
H 3.250 -3.829 2.232
H -4.269 -2.699 3.684
H -1.630 -0.325 -3.201
H -2.361 -2.453 1.388
H 2.094 -1.114 -6.153
H 0.916 -2.373 -6.601
H -0.568 -0.624 -5.292
H -4.148 4.610 2.543
H -2.993 2.410 2.382